Record 1
A 4-piece molecular cluster, C2H13NO4 overall, computed with ωB97M-V with the def2-TZVPD basis set.

Properties
- lowest unoccupied orbital energy (alpha / beta) (hartree) = 0.128 / 0.124
- energy relative to the best compared isomer or geometry (same formula, charge and spin) (kJ/mol) = 48.4
- 2S+1 = 2
- total charge = -1
- strongest force on any atom (eV/A) = 1.0

Last column: Mulliken spin population.
Geometry (Å):
C  1.7585  -1.8622  -2.1697  0.108
N  1.0076  -1.4906  -0.9841  -0.049
C  0.5869  -0.1233  -0.9357  0.988
O  -0.6407  0.0737  -1.6347  -0.443
H  2.8373  -1.9492  -1.9926  -0.016
H  1.4140  -2.8022  -2.6041  -0.024
H  1.6888  -1.1126  -2.9616  -0.012
H  1.4778  -1.7709  -0.1347  -0.087
H  1.3205  0.5516  -1.3593  0.049
H  0.4171  0.1794  0.1015  -0.227
H  -1.0507  -0.7987  -1.6469  0.112
H  -3.0613  -1.1983  3.5829  -0.141
H  -2.2012  -2.2519  4.3117  -0.083
O  -2.1815  -1.3588  3.9395  0.374
H  1.4182  1.8028  2.1748  -0.267
H  0.9366  0.9808  3.2784  -0.175
O  1.5548  0.8947  2.5253  0.793
H  -1.0998  2.6083  -1.7360  0.003
H  -1.3795  3.7866  -0.8535  -0.108
O  -1.6116  3.4294  -1.7220  0.203



Record 2
C2HCl2IO as an isolated structure, computed with ωB97M-V with the def2-TZVPD basis set.

Properties
- lowest unoccupied orbital energy (alpha / beta) (hartree) = -0.097 / -0.096
- energy relative to the best compared isomer or geometry (same formula, charge and spin) (kJ/mol) = 127.8
- strongest force on any atom (eV/A) = 3.3

Last column: natural (NBO) charge in e.
Geometry (Å):
C  -0.9531  0.2350  0.3994  0.346
C  0.2789  -0.4295  -0.1743  -0.178
O  -1.0674  0.6569  1.4886  -0.432
Cl  1.0094  -1.7670  0.6919  0.098
Cl  0.2829  -0.6832  -1.8723  0.097
I  2.1883  1.5197  -0.0647  -0.066
H  -1.7390  0.4682  -0.4686  0.136



Record 3
The molecule C3H6ClN3, computed with ωB97M-V with the def2-TZVPD basis set.

Properties
- lowest unoccupied orbital energy (hartree) = 0.017
- SMILES = [H]/N=C\N(N)/C=C\Cl
- energy relative to the best compared isomer or geometry (same formula, charge and spin) (kJ/mol) = 360.7
- strongest force on any atom (eV/A) = 6.8

Last column: natural (NBO) charge in e.
Geometry (Å):
C  -1.5909  1.1373  -0.2005  0.282
C  -0.2008  -0.6766  0.7311  -0.093
C  1.0963  -0.8373  0.6330  -0.176
H  -1.5534  -1.7482  -1.1576  0.360
H  -2.3526  -1.9142  0.4144  0.329
H  -2.2490  1.4608  -0.9238  0.196
H  -0.0797  1.7764  1.0376  0.361
H  -0.7846  -1.3220  1.4930  0.196
H  1.7360  -1.7643  1.0849  0.252
N  -2.1811  -1.2227  -0.5286  -0.615
N  -1.1665  -0.2175  -0.1726  -0.342
N  -0.8273  1.9675  0.4170  -0.697
Cl  2.2753  0.1224  -0.4083  -0.053



Record 4
A 4-piece molecular cluster, C30H67BF9N3O3P2S2 overall, computed with ωB97M-V with the def2-TZVPD basis set.

Properties
- lowest unoccupied orbital energy (hartree) = 0.014
- SMILES = CCOCCP(S)(CCC(F)(F)C(F)(F)C(F)(F)C(F)(F)F)([PH2]=S)B(O)OCC.CCN(CC)CC.CCN(CC)CC.CCN(CC)CC
- strongest force on any atom (eV/A) = 0.7

Last column: Löwdin charge in e.
Geometry (Å):
C  -1.9492  -1.1832  5.1946  -0.077
C  -2.6144  -2.5572  5.2628  -0.274
O  -1.8832  -3.4814  4.4770  -0.178
C  -2.6060  -4.5988  3.9989  -0.257
C  -2.3374  -4.8220  2.4984  -0.334
P  -3.5264  -4.0510  1.3296  0.609
S  -2.7732  -1.9339  1.6715  0.535
C  -3.1476  -4.0441  -0.4833  -0.329
C  -1.6870  -4.3866  -0.8464  -0.097
C  -0.7877  -3.2791  -1.3613  -0.426
F  -0.3432  -2.4628  -0.3696  0.095
F  0.3308  -3.8722  -1.8921  0.099
C  -1.4239  -2.3768  -2.4676  -0.332
F  -2.0878  -1.3743  -1.8486  0.138
F  -2.3265  -3.0893  -3.1948  0.143
C  -0.4122  -1.7136  -3.4580  -0.327
F  -0.9912  -0.5845  -3.9262  0.154
F  0.7038  -1.3579  -2.8006  0.153
C  -0.0556  -2.5719  -4.7230  -0.549
F  -0.0285  -3.8789  -4.4669  0.174
F  -0.9617  -2.3601  -5.6701  0.186
F  1.1379  -2.2103  -5.1809  0.184
P  -4.5950  -6.1268  1.1037  0.192
S  -5.4078  -6.7255  2.7920  0.079
B  -5.2426  -3.2773  1.8490  -0.919
O  -5.6180  -3.1325  3.1637  0.108
O  -5.9887  -2.9059  0.7849  0.028
C  -6.9280  -1.8225  0.9117  -0.197
C  -6.2344  -0.4933  1.1812  -0.073
H  -0.9120  -1.2987  4.8687  0.079
H  -1.9645  -0.6789  6.1608  0.070
H  -2.4401  -0.5526  4.4497  0.047
H  -3.6476  -2.4972  4.9058  0.095
H  -2.6460  -2.8971  6.3071  0.120
H  -2.2172  -5.4907  4.5059  0.128
H  -3.6729  -4.5456  4.2234  0.093
H  -1.3255  -4.4549  2.2982  0.087
H  -2.3410  -5.9029  2.3298  0.060
H  -1.4848  -2.1371  1.9568  -0.169
H  -3.4967  -3.0924  -0.8802  0.075
H  -3.7754  -4.8154  -0.9375  0.058
H  -1.1518  -4.8376  -0.0045  0.122
H  -1.6940  -5.1371  -1.6408  0.135
H  -3.7308  -7.0888  0.5220  -0.058
H  -5.5668  -5.9866  0.0880  -0.051
H  -5.4845  -2.2321  3.4865  0.102
H  -7.4606  -1.7726  -0.0396  0.124
H  -7.6685  -2.0591  1.6807  0.128
H  -6.0904  -0.3061  2.2497  0.071
H  -6.8601  0.3163  0.7951  0.085
H  -5.2700  -0.4563  0.6665  0.074
C  7.7695  -0.7946  -2.7775  -0.085
C  6.5738  -1.6111  -3.2472  -0.272
N  5.8317  -2.2061  -2.1510  -0.199
C  4.8831  -3.2221  -2.5693  -0.244
C  3.7106  -2.7878  -3.4553  -0.087
C  5.3665  -1.2715  -1.1417  -0.240
C  4.4704  -0.1112  -1.5976  -0.076
H  8.4041  -1.3861  -2.1161  0.082
H  8.3656  -0.4837  -3.6366  0.074
H  7.4671  0.1099  -2.2463  0.046
H  6.9340  -2.4295  -3.8763  0.117
H  5.9462  -0.9773  -3.8946  0.102
H  4.4918  -3.7073  -1.6708  0.112
H  5.4493  -3.9949  -3.0992  0.110
H  2.9729  -2.2164  -2.8986  0.038
H  3.2037  -3.6699  -3.8527  0.072
H  4.0395  -2.1900  -4.3063  0.071
H  6.2444  -0.8483  -0.6470  0.087
H  4.8495  -1.8365  -0.3622  0.116
H  4.8638  0.3882  -2.4847  0.068
H  4.4101  0.6356  -0.8031  0.063
H  3.4531  -0.4373  -1.8102  0.050
C  -4.6071  2.7221  2.2100  -0.080
C  -4.9389  3.6951  1.0897  -0.270
N  -6.3466  4.0497  1.0509  -0.203
C  -6.7448  4.7140  -0.1774  -0.254
C  -6.1353  6.0855  -0.4904  -0.085
C  -6.8869  4.6020  2.2817  -0.249
C  -6.2180  5.8536  2.8641  -0.081
H  -5.2621  1.8533  2.1634  0.048
H  -3.5769  2.3774  2.1108  0.077
H  -4.7048  3.1758  3.1971  0.068
H  -4.6992  3.2199  0.1344  0.118
H  -4.2772  4.5720  1.1717  0.103
H  -7.8349  4.7988  -0.1769  0.110
H  -6.5020  4.0361  -1.0021  0.108
H  -6.5421  6.8702  0.1462  0.055
H  -6.3606  6.3584  -1.5231  0.070
H  -5.0502  6.0828  -0.3823  0.066
H  -6.8586  3.8181  3.0430  0.100
H  -7.9487  4.8009  2.1176  0.113
H  -5.1319  5.7570  2.8936  0.066
H  -6.5594  6.0060  3.8898  0.072
H  -6.4634  6.7542  2.3035  0.054
C  7.2650  5.0455  -2.9554  -0.090
C  7.2942  3.8089  -2.0700  -0.276
N  8.0835  3.9924  -0.8656  -0.200
C  8.3799  2.7503  -0.1765  -0.246
C  7.2071  1.9528  0.4049  -0.084
C  7.6986  5.1151  -0.0281  -0.247
C  6.2521  5.1714  0.4805  -0.082
H  8.2776  5.3899  -3.1688  0.080
H  6.7764  4.8104  -3.9018  0.072
H  6.7109  5.8661  -2.4984  0.064
H  7.7499  2.9887  -2.6321  0.113
H  6.2574  3.4991  -1.8591  0.102
H  9.1001  2.9619  0.6184  0.112
H  8.9100  2.1078  -0.8873  0.106
H  6.7922  2.4182  1.2983  0.059
H  7.5515  0.9569  0.6934  0.071
H  6.4052  1.8223  -0.3227  0.045
H  7.8978  6.0342  -0.5852  0.101
H  8.3838  5.1442  0.8225  0.114
H  5.5333  4.9826  -0.3182  0.065
H  6.0433  6.1664  0.8781  0.071
H  6.0652  4.4567  1.2806  0.054



| no. | E_tot (Eh) |
| --- | --- |
| 1 | -439.64503 |
| 2 | -1370.05309 |
| 3 | -742.22581 |
| 4 | -3975.99575 |